a) DFT (ωB97M-V/def2-TZVPD) results for C4H4N2S in the gas phase.

Last column: Mulliken charge in e.
Geometry (Å):
C (1.58, 0.58, -0.01)  -0.10
C (0.21, 0.21, 0.11)  0.45
C (-1.12, 0.84, -0.04)  -0.47
C (-1.98, -0.22, -0.04)  -0.28
H (2.02, -1.56, 0.31)  0.28
H (1.98, 1.65, -0.03)  0.26
H (-1.34, 1.98, -0.10)  0.27
H (-3.05, -0.30, -0.11)  0.42
N (-1.26, -1.48, -0.12)  -0.50
N (0.02, -1.20, 0.10)  -0.18
S (2.93, -0.48, -0.07)  -0.16

Computed properties:
* orbital gap: 7.8704 eV
* E_HOMO: -9.01 eV
* SMILES: S/C=C1/C=CN=N1

***

b) DFT (ωB97M-V/def2-TZVPD) results for C4H4N2S in the gas phase.

Last column: Mulliken charge in e.
Geometry (Å):
C (-0.85, 0.37, 0.08)  0.50
C (-0.31, -1.05, -0.01)  -0.14
C (1.02, -0.93, 0.02)  -0.53
C (0.41, 1.19, -0.16)  -0.39
H (-1.06, -1.88, 0.09)  0.32
H (1.90, -1.66, -0.08)  0.29
H (2.36, 0.60, 0.11)  0.20
H (0.43, 2.35, 0.05)  0.28
N (-2.10, 0.88, 0.12)  -0.38
N (1.49, 0.30, -0.11)  0.01
S (-3.29, -0.17, -0.10)  -0.15

Computed properties:
* orbital gap: 6.8066 eV
* E_HOMO: -8.09 eV
* SMILES: S=Nc1cc[nH]c1

***

c) DFT (ωB97M-V/def2-TZVPD) results for 2 unconnected molecules or ions with the total composition C4H4N2S.

Last column: Mulliken charge in e.
Geometry (Å):
C (1.57, 0.77, -0.26)  -0.31
C (0.22, 0.86, -0.04)  -0.19
C (0.99, -1.21, 0.15)  -0.14
C (-2.66, -0.66, -0.76)  0.05
N (2.02, -0.52, -0.27)  -0.52
N (-0.23, -0.38, 0.22)  -0.13
S (-3.79, 0.32, -0.25)  -0.06
H (2.11, 1.71, -0.27)  0.32
H (-0.39, 1.72, 0.00)  0.38
H (0.92, -2.27, 0.49)  0.31
H (-0.77, -0.34, 0.99)  0.28

Computed properties:
* orbital gap: 8.2895 eV
* E_HOMO: -8.69 eV

***

Verdict on stability: c) comes out at the bottom.

***

a) DFT (ωB97M-V/def2-TZVPD) results for a molecular structure, CH2FN5.

Last column: Mulliken charge in e.
Geometry (Å):
C (-2.29, 0.07, 0.19)  0.51
N (-3.20, 0.76, 0.16)  -0.31
N (-1.49, -0.92, 0.41)  0.00
N (-0.34, -1.11, 0.27)  -0.09
N (1.85, -0.22, -0.40)  -0.23
N (0.66, 0.19, -0.70)  -0.04
F (0.18, 1.29, 0.37)  -0.39
H (2.02, -0.43, 0.58)  0.27
H (2.62, 0.36, -0.87)  0.28

Computed properties:
* orbital gap: 8.3623 eV
* E_HOMO: -9.66 eV

***

b) DFT (ωB97M-V/def2-TZVPD) results for a molecular structure, CH2FN5.

Last column: Mulliken charge in e.
Geometry (Å):
C (-1.28, -1.47, 0.00)  0.45
N (-1.48, -2.60, 0.08)  -0.41
N (-1.15, -0.15, -0.08)  -0.55
N (-0.17, 0.66, -0.13)  0.76
N (1.32, -0.32, -0.30)  -0.33
N (-0.61, 1.92, 0.11)  -0.30
F (0.38, 2.82, 0.00)  -0.14
H (2.09, 0.15, 0.12)  0.28
H (0.90, -1.03, 0.21)  0.24

Computed properties:
* orbital gap (alpha / beta): 7.9806 / 7.9327 eV
* E_HOMO (alpha / beta): -9.69 / -9.63 eV

***

Verdict on stability: b) comes out at the bottom.

***

a) DFT (ωB97M-V/def2-TZVPD) results for C20H22ClN3O4 in the gas phase.

Last column: Mulliken charge in e.
Geometry (Å):
O (2.06, -0.44, -4.15)  -0.59
Cl (-1.80, -5.09, 2.90)  -0.19
N (0.94, -0.43, 1.72)  -0.66
N (-3.73, -1.69, 2.01)  -0.30
N (0.57, 2.90, 0.46)  -0.71
O (1.35, 1.39, -5.27)  -0.44
O (-0.73, 1.12, 1.38)  -0.36
O (-4.46, -3.87, 2.44)  -0.43
C (2.31, 0.63, -4.75)  0.53
C (-0.36, -0.16, 1.71)  0.43
C (-2.73, -0.85, 1.81)  -0.48
C (1.88, 3.22, 0.15)  -0.65
C (-3.45, -2.97, 2.32)  0.42
C (0.42, 1.68, 1.01)  0.17
C (-1.09, -2.50, 2.29)  -0.47
C (2.77, 1.18, 1.10)  -0.75
C (-2.15, -3.42, 2.49)  0.16
C (1.47, 0.80, 1.32)  1.02
C (-1.40, -1.19, 1.92)  0.23
C (3.00, 2.39, 0.42)  0.64
C (-6.50, -3.01, 1.32)  -1.30
C (-6.12, -2.53, 3.83)  -1.33
C (3.78, 1.10, -4.89)  -0.66
C (4.42, 2.78, -0.07)  -1.05
C (4.12, 2.22, -3.89)  -0.66
C (4.50, 2.99, -1.56)  -0.85
C (4.26, 1.79, -2.46)  -0.27
C (-5.85, -3.49, 2.64)  0.44
H (0.50, 0.96, -5.08)  0.35
H (-3.01, 0.18, 1.53)  0.47
H (2.09, 4.14, -0.34)  0.43
H (-0.03, -2.78, 2.39)  0.55
H (3.57, 0.46, 1.33)  0.34
H (-6.15, -2.02, 1.04)  0.28
H (-6.26, -3.73, 0.56)  0.35
H (-7.60, -2.94, 1.43)  0.41
H (-5.67, -2.87, 4.78)  0.33
H (-5.76, -1.51, 3.64)  0.29
H (-7.21, -2.49, 3.97)  0.42
H (4.39, 0.24, -4.75)  0.35
H (3.90, 1.46, -5.93)  0.36
H (5.08, 1.92, 0.12)  0.30
H (4.78, 3.62, 0.51)  0.43
H (3.32, 3.00, -4.03)  0.34
H (5.11, 2.64, -4.17)  0.31
H (3.86, 3.82, -1.88)  0.40
H (5.49, 3.37, -1.77)  0.50
H (3.36, 1.25, -2.08)  0.35
H (5.12, 1.13, -2.36)  0.21
H (-6.37, -4.40, 2.89)  0.37

Computed properties:
* orbital gap: 8.3897 eV
* E_HOMO: -8.50 eV
* SMILES: CC(C)Oc1ncc(-c2nc3cc(CCCCCC(=O)O)cnc3o2)cc1Cl

***

b) DFT (ωB97M-V/def2-TZVPD) results for C20H22ClN3O4 in the gas phase.

Last column: Mulliken charge in e.
Geometry (Å):
C (6.18, -1.52, -0.79)  -1.28
C (5.01, -2.16, -0.06)  -0.22
H (4.21, -2.37, -0.77)  0.33
H (5.33, -3.11, 0.38)  0.38
C (4.47, -1.26, 1.07)  -1.28
C (3.85, -0.01, 0.52)  0.66
C (4.52, 1.16, 0.54)  -0.28
C (3.98, 2.39, -0.02)  0.08
O (4.54, 3.45, -0.05)  -0.64
O (2.72, 2.31, -0.57)  -0.52
C (2.02, 1.16, -0.59)  -0.18
C (0.75, 1.22, -1.16)  -0.55
C (-0.04, 0.09, -1.21)  0.38
C (0.47, -1.12, -0.69)  -0.13
C (1.72, -1.18, -0.13)  -0.53
C (2.53, -0.04, -0.06)  1.07
H (2.06, -2.12, 0.27)  0.45
Cl (-0.53, -2.51, -0.75)  -0.22
O (-1.29, 0.02, -1.72)  -0.56
C (-2.03, 1.21, -1.93)  -0.25
H (-1.92, 1.57, -2.96)  0.55
H (-1.72, 2.00, -1.24)  0.26
C (-3.52, 0.95, -1.65)  0.13
O (-4.36, 1.80, -1.85)  -0.68
N (-3.78, -0.27, -1.16)  0.03
H (-3.01, -0.90, -1.00)  0.22
C (-5.11, -0.66, -0.74)  -0.94
C (-5.56, 0.07, 0.53)  -0.55
H (-6.60, -0.20, 0.73)  0.40
H (-5.52, 1.14, 0.34)  0.33
C (-4.72, -0.27, 1.76)  -0.78
N (-3.37, 0.21, 1.67)  0.32
C (-2.24, -0.52, 1.58)  -0.26
N (-1.17, 0.22, 1.49)  -0.27
C (-1.62, 1.50, 1.53)  -0.89
C (-2.98, 1.52, 1.64)  -0.24
H (-3.68, 2.33, 1.70)  0.44
H (-0.93, 2.32, 1.48)  0.50
H (-2.24, -1.60, 1.59)  0.43
H (-4.68, -1.36, 1.90)  0.36
H (-5.20, 0.17, 2.65)  0.32
H (-5.12, -1.74, -0.59)  0.46
H (-5.81, -0.41, -1.54)  0.32
H (0.43, 2.16, -1.56)  0.54
H (5.50, 1.25, 0.97)  0.42
H (3.74, -1.81, 1.66)  0.42
H (5.30, -0.99, 1.72)  0.46
H (6.55, -2.18, -1.57)  0.39
H (7.00, -1.32, -0.10)  0.31
H (5.88, -0.58, -1.25)  0.32

Computed properties:
* orbital gap: 8.4911 eV
* E_HOMO: -8.35 eV
* SMILES: CCCc1cc(=O)oc2cc(OCC(=O)NCCCn3ccnc3)c(Cl)cc12

***

Verdict on stability: a) comes out at the bottom.

***

a) DFT (ωB97M-V/def2-TZVPD) results for CH3N3OS in the gas phase.

Last column: Mulliken charge in e.
Geometry (Å):
C (-0.26, 0.03, 0.75)  -0.28
N (-1.61, -1.07, -0.86)  -0.60
N (-3.74, 1.49, -0.48)  -0.38
N (-0.70, -0.97, -0.04)  0.26
O (-3.34, -0.67, 0.89)  -0.42
S (-3.12, 0.17, -0.24)  0.62
H (-0.82, 0.89, 1.17)  0.24
H (0.68, 0.04, 1.23)  0.27
H (-0.19, -1.84, -0.19)  0.29

Computed properties:
* orbital gap (alpha / beta): 7.5955 / 7.5946 eV
* E_HOMO (alpha / beta): -9.06 / -9.06 eV

***

b) DFT (ωB97M-V/def2-TZVPD) results for CH3N3OS in the gas phase.

Last column: Mulliken charge in e.
Geometry (Å):
C (-0.62, -0.60, 0.24)  -0.52
N (0.21, 1.66, -0.17)  -0.31
N (1.42, 0.97, 0.07)  -0.21
N (-0.79, 0.83, -0.15)  0.11
O (2.09, -1.38, -0.62)  -0.53
S (1.38, -0.66, 0.43)  0.49
H (-0.96, -0.79, 1.27)  0.27
H (-1.22, -1.24, -0.28)  0.41
H (-1.52, 1.21, -0.80)  0.30

Computed properties:
* orbital gap: 9.4305 eV
* E_HOMO: -9.70 eV

***

Verdict on stability: a) comes out at the bottom.

***

a) DFT (ωB97M-V/def2-TZVPD) results for 2 unconnected molecules or ions with the total composition C8H11N2O.

Last column: Mulliken charge in e.
Geometry (Å):
C (1.89, 0.77, -0.50)  -0.21
C (-0.71, -1.78, 1.58)  -0.66
C (0.39, -2.26, 0.98)  -0.23
C (-1.20, -0.36, 1.31)  -0.19
C (0.93, -0.08, 0.23)  0.13
C (-0.16, 0.50, 0.82)  0.84
C (-0.28, 1.97, 0.83)  -1.48
C (-0.48, 0.42, -2.58)  -0.79
N (2.62, 1.48, -1.05)  -0.33
N (1.26, -1.42, 0.30)  0.66
O (2.31, -1.77, -0.21)  -0.43
H (-1.17, -2.43, 2.27)  0.48
H (0.68, -3.32, 0.90)  0.46
H (-1.90, -0.51, 0.42)  0.28
H (-1.65, 0.04, 2.24)  0.46
H (-0.41, -0.69, -2.21)  0.15
H (-0.82, 2.36, 1.77)  0.41
H (-0.83, 2.27, 0.06)  0.35
H (0.74, 2.48, 0.85)  0.40
H (0.45, 0.83, -2.18)  0.08
H (-1.32, 0.90, -2.18)  0.24
H (-0.36, 0.59, -3.65)  0.36

Computed properties:
* charge: +1
* orbital gap (alpha / beta): 7.9321 / 7.9348 eV
* E_HOMO (alpha / beta): -15.02 / -15.02 eV

***

b) DFT (ωB97M-V/def2-TZVPD) results for a gas-phase ion, C8H11N2O (charge +1).

Last column: Mulliken charge in e.
Geometry (Å):
C (-2.08, -1.18, 0.74)  0.00
C (-1.46, -2.06, -0.31)  -0.71
C (-1.89, 0.11, 0.99)  -0.92
C (-0.24, -1.77, -0.64)  0.27
C (0.20, 1.16, 0.57)  0.70
C (0.87, -1.18, -1.02)  -0.25
C (-1.24, 1.26, -1.15)  -1.02
C (2.65, 1.32, 0.83)  -0.71
N (-0.97, 0.92, 0.25)  -0.02
N (1.27, 1.56, 0.74)  -0.04
O (2.09, -1.40, -0.38)  -0.49
H (-2.80, -1.70, 1.30)  0.44
H (-2.07, -2.98, -0.39)  0.37
H (-2.36, 0.54, 1.78)  0.57
H (0.95, -0.45, -1.84)  0.43
H (-2.18, 1.53, -1.33)  0.38
H (-0.73, 2.24, -1.42)  0.38
H (-0.96, 0.41, -1.78)  0.32
H (2.79, 0.29, 0.79)  0.33
H (2.94, 1.52, 1.85)  0.34
H (3.10, 1.94, 0.13)  0.31
H (2.10, -2.08, 0.29)  0.33

Computed properties:
* charge: +1
* orbital gap: 9.2914 eV
* E_HOMO: -12.97 eV
* SMILES: C[N+]#CN(C)/C=C\C=C=CO

***

Verdict on stability: a) comes out at the bottom.

***

a) DFT (ωB97M-V/def2-TZVPD) results for C5H7FN2 in the gas phase.

Last column: Mulliken charge in e.
Geometry (Å):
C (-2.14, -0.57, 0.25)  0.14
C (1.10, -0.45, 0.52)  -0.63
C (-0.11, 0.45, 1.10)  -0.79
C (1.19, -0.08, -0.97)  -0.49
C (-1.23, 0.47, 0.15)  0.81
N (-3.01, -1.31, 0.48)  -0.42
N (-0.10, -0.21, -1.51)  -0.58
F (-1.71, 1.66, -0.18)  -0.27
H (1.98, -0.20, 1.05)  0.39
H (0.98, -1.51, 0.70)  0.30
H (-0.66, -0.03, 2.06)  0.36
H (0.25, 1.49, 1.36)  0.30
H (1.81, 0.76, -1.17)  0.36
H (1.83, -0.81, -1.54)  0.32
H (-0.19, 0.33, -2.31)  0.19

Computed properties:
* orbital gap (alpha / beta): 8.7472 / 8.7455 eV
* E_HOMO (alpha / beta): -8.86 / -8.86 eV

***

b) DFT (ωB97M-V/def2-TZVPD) results for C5H7FN2 in the gas phase.

Last column: Mulliken charge in e.
Geometry (Å):
C (1.57, -0.52, -0.93)  -0.24
C (1.47, 0.68, -0.39)  -0.53
C (0.48, -1.50, -0.80)  0.10
C (-1.47, -0.20, -0.29)  -0.58
C (-0.75, 0.93, 0.43)  0.49
N (-0.69, -1.37, -0.45)  -0.51
N (-0.54, 0.88, 1.80)  -0.51
F (-1.10, 2.16, 0.07)  -0.29
H (2.49, -0.77, -1.54)  0.25
H (2.27, 1.45, -0.27)  0.32
H (0.63, -2.57, -1.05)  0.37
H (-2.31, -0.65, 0.35)  0.29
H (-1.69, 0.10, -1.31)  0.35
H (0.15, 1.44, 2.19)  0.25
H (-0.50, -0.07, 2.22)  0.25

Computed properties:
* orbital gap: 8.7102 eV
* E_HOMO: -7.93 eV

***

Verdict on stability: b) comes out at the bottom.